No. 1
C32H29N2O5PtSSi as an isolated structure, computed with ωB97M-V/def2-TZVPD.

Structure (XYZ):
```
71
C32H29N2O5PtSSi ωB97M-V/def2-TZVPD
H 1.102 4.784 2.976
C 0.077 0.952 -3.570
H 3.393 0.553 0.136
H -2.169 2.799 -6.061
C 2.539 -2.236 -1.569
C -2.882 1.264 1.624
H -1.119 -5.301 -3.254
H 4.084 -1.163 1.799
C -5.415 1.824 2.702
H 0.602 -1.676 0.797
S 2.337 0.343 -2.482
H -0.272 2.751 3.008
H -2.205 -5.322 -1.830
C -4.997 0.508 2.548
H 0.178 2.361 -1.222
C -1.223 -5.043 -2.203
O -1.644 -2.915 -1.149
C 3.280 -0.503 -0.071
H 2.090 -2.526 -2.507
C 0.897 4.257 2.051
C -0.998 -3.577 -2.017
C 0.909 -2.276 2.820
H 3.866 -3.480 2.588
C -1.513 2.289 -5.368
H -0.339 -0.724 5.550
N 0.728 0.217 -2.583
O 2.731 1.618 -1.925
C -4.576 2.857 2.317
H -0.465 -5.588 -1.639
Si -1.193 0.826 0.881
H -4.896 3.887 2.430
O -0.135 -2.956 -2.711
H 1.520 -3.125 2.536
H 4.952 -4.176 1.387
C 0.373 2.897 -0.304
C 0.633 2.004 -4.317
C 3.921 -3.863 1.569
H 3.291 -4.751 1.502
C 0.384 -1.452 1.834
C 0.657 -2.019 4.160
O -1.438 0.255 -0.582
H 2.038 5.615 0.838
C 3.493 -2.820 0.575
H -6.391 2.040 3.120
H -5.648 -0.306 2.843
H 0.228 3.474 -5.804
H -3.004 0.910 -4.636
C 2.719 -0.895 -1.273
H 1.665 2.293 -4.181
N -1.200 0.597 -3.727
C -0.180 2.660 -5.218
C 2.918 -3.189 -0.640
C 0.121 3.109 2.062
H 1.582 4.381 -1.262
H -2.679 3.393 1.485
C -3.324 2.575 1.783
C 1.160 4.041 -0.325
C -3.746 0.238 2.016
C -0.424 -0.358 2.159
H 2.762 -4.240 -0.860
C -1.973 1.243 -4.584
C -0.666 -0.124 3.516
Pt -0.617 -1.165 -1.739
H -1.307 0.700 3.809
H 1.069 -2.663 4.928
H -3.430 -0.794 1.901
C -0.159 2.407 0.885
C 3.665 -1.468 0.848
C 1.421 4.725 0.851
O 2.977 -0.018 -3.728
C -0.131 -0.933 4.507
```

Summary:
* charge: -1
* largest force on an atom: 1.0 eV Å⁻¹
* LUMO level: 2.41 eV
* HOMO energy: -5.1 eV

Computed Löwdin charges, given in elementary charges:
1 H 0.09
2 C -0.41
3 H 0.11
4 H 0.08
5 C -0.08
6 C -0.21
7 H 0.08
8 H 0.12
9 C -0.11
10 H 0.07
11 S 0.60
12 H 0.09
13 H 0.08
14 C -0.10
15 H 0.08
16 C 0.01
17 O -0.11
18 C -0.04
19 H 0.10
20 C -0.11
21 C -0.69
22 C -0.09
23 H 0.07
24 C -0.10
25 H 0.09
26 N -0.25
27 O -0.32
28 C -0.10
29 H 0.09
30 Si 0.46
31 H 0.09
32 O -0.14
33 H 0.08
34 H 0.08
35 C -0.08
36 C -0.03
37 C -0.07
38 H 0.08
39 C -0.08
40 C -0.10
41 O -0.45
42 H 0.09
43 C -0.29
44 H 0.09
45 H 0.09
46 H 0.10
47 H 0.10
48 C -0.29
49 H 0.09
50 N 0.08
51 C -0.09
52 C -0.03
53 C -0.11
54 H 0.10
55 H 0.10
56 C -0.09
57 C -0.09
58 C -0.09
59 C -0.19
60 H 0.11
61 C -0.15
62 C -0.11
63 Pt 1.16
64 H 0.09
65 H 0.09
66 H 0.11
67 C -0.21
68 C -0.05
69 C -0.11
70 O -0.30
71 C -0.10

No. 2
CHFI2S as an isolated structure, computed with ωB97M-V/def2-TZVPD.

Structure (XYZ):
```
6
CHFI2S ωB97M-V/def2-TZVPD
I 0.791 -2.763 0.369
F 1.733 -0.142 -0.542
S -0.341 -0.879 -1.947
H -0.049 -0.173 0.338
C 0.531 -0.719 -0.406
I -4.086 -0.389 0.027
```

Summary:
* charge: 0
* largest force on an atom: 1.0 eV Å⁻¹
* LUMO level (alpha / beta): -2.82 / -3.33 eV
* HOMO energy (alpha / beta): -9.8 / -9.9 eV

Computed Löwdin charges, given in elementary charges:
1 I 0.74
2 F -0.13
3 S 0.58
4 H 0.03
5 C -1.24
6 I 0.01

No. 3
C2HF6MnNO3S2 as an isolated structure, computed with ωB97M-V/def2-TZVPD.

Structure (XYZ):
```
16
C2HF6MnNO3S2 ωB97M-V/def2-TZVPD
C 2.552 1.467 0.354
F 0.039 -2.610 1.078
S -0.885 -0.507 -0.185
O -4.264 1.317 0.514
F 3.637 0.693 0.305
F 2.071 1.371 1.597
F -2.103 -2.559 0.883
O -2.300 0.432 0.818
C -0.960 -2.313 0.270
O -1.694 -0.424 -1.484
F -0.882 -3.048 -0.822
N 0.669 -0.366 -0.305
S 1.324 1.064 -0.924
H -4.104 2.185 0.891
F 2.929 2.731 0.149
Mn -3.276 0.558 -0.886
```

Summary:
* spin multiplicity: 6
* charge: 0
* largest force on an atom: 5.7 eV Å⁻¹
* LUMO level (alpha / beta): -0.83 / -1.40 eV
* HOMO energy (alpha / beta): -8.8 / -9.1 eV

Computed Löwdin charges, given in elementary charges:
1 C -0.91
2 F 0.16
3 S 0.89
4 O -0.41
5 F 0.10
6 F 0.10
7 F 0.16
8 O -0.48
9 C -0.73
10 O -0.50
11 F 0.17
12 N -0.58
13 S 0.97
14 H -0.01
15 F 0.09
16 Mn 0.98

No. 4
C4H8I2 as an isolated structure, computed with ωB97M-V/def2-TZVPD.

Structure (XYZ):
```
14
C4H8I2 ωB97M-V/def2-TZVPD
H -1.997 -0.311 1.753
H -1.653 -0.243 -0.050
C 0.904 0.083 0.034
C -0.079 0.351 1.067
H 1.002 0.106 -2.551
H -0.270 1.136 -1.788
I 1.753 -1.982 0.112
H -0.840 -1.637 0.870
H -0.403 -0.546 -1.839
H -0.420 1.483 0.978
H 0.395 0.374 2.125
I 2.572 1.524 0.174
C 0.285 0.242 -1.783
C -1.249 -0.580 0.900
```

Summary:
* spin multiplicity: 3
* charge: 0
* largest force on an atom: 4.9 eV Å⁻¹
* LUMO level (alpha / beta): 0.38 / -3.81 eV
* HOMO energy (alpha / beta): -5.6 / -9.0 eV

Computed Löwdin charges, given in elementary charges:
1 H 0.11
2 H 0.06
3 C -1.23
4 C -0.54
5 H 0.03
6 H 0.02
7 I 0.73
8 H 0.03
9 H 0.00
10 H 0.14
11 H 0.12
12 I 0.78
13 C -0.09
14 C -0.16

No. 5
A 13-piece molecular cluster, C47H63F3N3O37 overall, computed with ωB97M-V/def2-TZVPD.

Structure (XYZ):
```
153
C47H63F3N3O37 ωB97M-V/def2-TZVPD
H 7.466 0.491 -8.590
F 1.392 0.045 -4.455
H -5.608 6.266 3.199
C 3.699 -0.042 -1.863
H -5.936 3.900 -1.703
H -4.325 1.871 5.496
H 10.735 -2.930 -1.917
H 0.525 -2.380 -2.968
H 11.566 -4.982 2.288
H 10.955 -2.413 -4.284
O -3.829 -3.473 1.086
O -11.452 9.183 -4.882
H 9.725 -4.254 -2.539
H -8.126 0.821 11.079
C 7.463 -0.429 -8.015
C -4.840 -0.220 1.028
C 5.006 0.365 -2.483
H 5.429 1.122 -1.829
C -8.412 -4.305 7.293
H -11.697 6.160 -1.937
H 7.817 -2.966 -3.124
N -0.611 -3.123 -0.938
H -0.995 1.015 -5.371
C -3.168 2.012 -3.335
H 9.519 -4.279 3.423
H -2.566 0.175 -5.370
H -6.455 2.667 6.376
C -6.573 7.643 1.810
C -0.749 -1.958 -1.381
N 1.390 -0.818 -0.486
C 11.156 -3.440 -4.002
O 12.573 -3.665 -3.915
H -3.305 2.229 -6.454
O 13.600 -7.876 0.687
C 5.565 -2.128 -3.128
O -4.761 8.150 3.130
O 8.630 -0.476 -7.184
C -7.739 1.659 10.500
F 3.497 -0.261 -4.649
C -6.463 2.316 5.351
H -8.059 4.317 -3.540
O 5.911 -3.231 -2.327
C -6.742 -2.824 6.891
N 1.471 -0.917 -1.792
C -5.189 -0.704 -0.370
C 7.270 -3.648 -2.476
C -6.204 -3.995 7.702
H -4.640 6.604 1.754
H 11.069 -7.886 -1.296
H 4.486 -2.210 -3.246
H 7.755 -3.680 -1.526
H 6.212 -1.040 -1.450
C 10.636 -5.340 1.847
O -3.639 2.596 -4.448
H -2.060 3.194 -5.626
C 2.420 -0.691 -4.030
O -6.422 3.435 4.445
H -3.919 0.364 1.054
H -4.853 -0.035 -1.157
C -5.699 3.092 3.369
O -8.678 5.566 -2.014
H -7.423 6.981 1.746
H 11.286 -6.543 -0.152
H 6.924 -0.444 -2.925
O -5.075 1.912 3.572
H 6.056 -2.230 -4.083
C 9.923 -3.787 0.362
C -4.275 -2.401 0.824
H 13.556 -6.626 -0.977
O -3.601 2.174 -2.240
C -12.779 8.082 -1.941
H 7.478 -1.285 -8.689
O -6.565 0.308 7.598
O -12.554 9.106 -2.917
H -1.338 -3.371 -0.267
O 11.704 -4.730 -2.177
C -5.213 1.543 4.955
O -8.957 6.226 0.121
C 2.558 -0.539 -2.507
O -5.745 0.967 9.586
H 2.299 -0.266 1.237
H -1.553 -1.292 -1.088
H -5.607 -3.701 8.561
C -5.349 7.024 2.461
C -2.036 1.079 -5.068
C 10.705 -3.787 -2.591
O 9.104 -1.342 -5.167
C 6.347 -0.519 -6.983
H -5.627 0.348 1.513
H -10.710 7.553 -1.460
O -5.595 3.729 2.367
O -5.594 10.035 4.038
O -9.489 -4.800 7.296
O -6.855 8.737 2.696
H -0.188 -0.743 -3.057
C -2.739 2.346 -5.535
H 7.280 -4.641 -2.919
C 12.824 -4.523 -2.912
H -6.939 5.630 -3.112
O -11.184 7.454 -3.465
O -7.870 1.342 9.102
O 10.604 -4.940 0.467
O -4.612 -1.459 1.721
C 8.324 -1.069 -6.022
O -7.409 -4.625 8.146
C -7.010 4.037 -1.617
O 6.983 -1.256 -5.926
C -8.373 5.595 -0.703
C 12.611 -8.491 1.366
C -6.231 1.821 10.638
H -6.351 8.048 0.820
O 11.453 -8.429 0.665
H -6.126 -2.565 6.034
H -5.900 2.839 10.434
C 3.588 0.051 -0.478
H -5.642 -4.705 7.093
C 11.636 -7.535 -0.439
F 2.224 -1.953 -4.369
O -2.118 1.203 -3.637
H 8.504 -5.223 2.306
O 13.876 -5.033 -2.688
O -8.004 -3.336 6.443
C -11.705 8.637 -3.858
C 9.411 -4.625 2.401
C 5.995 -0.803 -2.492
C -7.631 4.885 -2.720
O 9.302 -3.491 1.520
C -5.726 9.072 3.355
H 13.453 -8.369 -1.311
C 0.239 -1.498 -2.411
C -11.532 7.221 -2.093
O -4.477 -1.952 -0.436
H 4.420 0.431 0.096
C -6.713 0.826 8.666
H -13.691 7.546 -2.206
H -6.254 -0.903 -0.488
H 6.051 0.459 -6.599
H -8.309 2.554 10.724
C 2.424 -0.336 0.170
O -7.305 4.813 -0.448
H 10.747 -4.113 -4.757
H 10.592 -6.422 1.913
H -5.829 1.488 11.589
H -7.497 3.065 -1.517
H -12.890 8.532 -0.960
H -7.373 1.747 5.169
H 4.892 0.843 -3.443
H -5.319 0.467 5.045
C 13.141 -7.568 -0.639
O 12.726 -9.008 2.430
H -6.911 -1.936 7.493
O 9.874 -3.125 -0.630
H 5.472 -1.063 -7.326
```

Summary:
* charge: +1
* largest force on an atom: 4.1 eV Å⁻¹
* LUMO level: -5.06 eV
* HOMO energy: -11.7 eV

Löwdin population analysis, charges in e, atoms 1 to 99:
1 H 0.14
2 F 0.17
3 H 0.12
4 C -0.08
5 H 0.12
6 H 0.14
7 H 0.10
8 H 0.13
9 H 0.15
10 H 0.11
11 O 0.15
12 O 0.16
13 H 0.11
14 H 0.14
15 C -0.09
16 C -0.10
17 C -0.12
18 H 0.13
19 C -0.57
20 H 0.13
21 H 0.08
22 N 0.16
23 H 0.12
24 C -0.57
25 H 0.14
26 H 0.14
27 H 0.12
28 C -0.11
29 C -0.23
30 N 0.17
31 C -0.09
32 O 0.07
33 H 0.14
34 O 0.07
35 C -0.22
36 O 0.05
37 O 0.08
38 C -0.09
39 F 0.19
40 C -0.10
41 H 0.13
42 O -0.17
43 C -0.11
44 N 0.02
45 C -0.10
46 C -0.07
47 C -0.11
48 H 0.13
49 H 0.14
50 H 0.11
51 H 0.07
52 H 0.13
53 C -0.07
54 O 0.07
55 H 0.14
56 C -0.60
57 O 0.07
58 H 0.14
59 H 0.11
60 C -0.58
61 O 0.06
62 H 0.11
63 H 0.08
64 H 0.12
65 O 0.03
66 H 0.10
67 C -0.52
68 C -0.59
69 H 0.11
70 O 0.16
71 C -0.11
72 H 0.14
73 O 0.13
74 O 0.06
75 H 0.06
76 O 0.06
77 C -0.10
78 O 0.15
79 C 0.03
80 O 0.07
81 H 0.14
82 H 0.12
83 H 0.13
84 C -0.11
85 C -0.11
86 C -0.14
87 O 0.16
88 C -0.10
89 H 0.12
90 H 0.12
91 O 0.15
92 O 0.16
93 O 0.17
94 O 0.07
95 H 0.11
96 C -0.09
97 H 0.10
98 C -0.56
99 H 0.13

Question: Among the records above, which one has the lowest charge?
Answer: C32H29N2O5PtSSi